The following is a DFT calculation (ωB97M-V/def2-TZVPD) of a cluster of 3 separate species, C4H12BrO2 in total.

Structure (XYZ):
```
19
Properties=species:S:1:pos:R:3:forces:R:3
Br -2.1412 1.4969 -0.9974 0.047 -0.020 -0.011
C 1.4954 -1.5313 -2.9226 0.232 -0.692 -0.499
C 0.4823 -0.6144 -2.3004 -0.495 0.383 0.101
O -0.3203 -0.0979 -3.3513 -0.037 -0.014 -0.212
H 2.2028 -0.9908 -3.5554 0.006 0.105 0.109
H 0.9958 -2.2502 -3.5819 -0.124 0.130 0.040
H 2.0559 -2.1454 -2.2144 0.011 0.296 0.242
H 0.9569 0.2109 -1.7584 0.103 -0.062 0.033
H -0.1601 -1.1289 -1.5789 0.138 -0.142 0.028
H -1.0491 0.4115 -2.9498 0.189 0.014 0.223
C -0.2110 0.6255 3.7696 0.411 -0.112 -0.005
C -0.8546 0.9400 2.4362 0.430 -0.233 -0.047
O -0.1175 0.2879 1.4116 -0.129 0.177 0.053
H 0.7943 1.0493 3.8517 -0.063 0.062 -0.113
H -0.0938 -0.4577 3.8612 -0.148 0.032 0.127
H -0.8031 1.0117 4.6004 -0.079 -0.069 0.011
H -0.8352 2.0164 2.2474 -0.337 0.049 0.081
H -1.8822 0.5649 2.4599 -0.123 0.246 -0.172
H -0.5152 0.6015 0.5726 -0.031 -0.150 0.012
```
Forces are in eV/Å.

Properties
Relative energy (zero: lowest compared OMol25 entry of this formula, charge and spin) = 0.000 eV
Frontier orbital gap = 8.2 eV
M = 172.0 g mol⁻¹
Multiplicity = 1
Total charge = -1
Energy = -2884.1866 Eh

---

The following is a DFT calculation (ωB97M-V/def2-TZVPD) of the molecule C4H12ClNO2Si at a distorted geometry.

Structure (XYZ):
```
21
Properties=species:S:1:pos:R:3:forces:R:3
C 2.0038 -0.1824 -1.2542 -1.516 0.486 -1.098
C 1.8850 -1.0477 1.0625 -1.424 -0.732 1.188
C -1.0099 1.3942 2.1852 2.706 0.176 -1.020
C -2.2295 0.1244 -2.1239 0.459 0.669 -2.743
N 1.1461 -0.5295 -0.0736 0.150 -0.075 -0.578
O -1.0897 1.5172 0.7930 0.143 -4.245 -2.906
O -1.0364 -0.3357 -1.5705 0.086 -0.977 1.214
Si -0.5865 -0.3731 -0.0545 1.246 3.576 2.357
Cl -1.5858 -1.7083 1.1550 0.346 0.289 -0.368
H 2.9978 0.2257 -1.0364 -0.414 0.118 0.737
H 2.2392 -1.0418 -1.9531 -0.710 0.611 0.811
H 1.4235 0.6212 -1.8189 1.010 -1.143 0.391
H 2.4147 -0.2984 1.6344 0.642 0.542 -0.343
H 1.0971 -1.3274 1.8441 1.222 -0.505 -1.016
H 2.5834 -1.8731 0.7677 -0.765 0.478 0.453
H 0.1282 1.1112 2.3323 -1.896 0.992 0.978
H -1.5840 0.5783 2.5745 -0.636 -0.291 0.528
H -1.3556 2.3836 2.5139 0.518 -0.440 0.845
H -3.1681 -0.4316 -2.0402 0.593 -0.769 0.353
H -1.8084 0.0748 -3.1730 -1.954 0.828 0.427
H -2.4650 1.1184 -1.7645 0.194 0.412 -0.210
```
Forces are in eV/Å.

Properties
Relative energy (zero: lowest compared OMol25 entry of this formula, charge and spin) = 0.000 eV
Frontier orbital gap = 9.6 eV
M = 169.7 g mol⁻¹
Multiplicity = 1
Total charge = 0
Structure (SMILES) = CO[Si](Cl)(OC)N(C)C
Energy = -1114.5682 Eh

---

The following is a DFT calculation (ωB97M-V/def2-TZVPD) of a structure of composition C4H12ClNOSSi at a distorted geometry.

Structure (XYZ):
```
21
Properties=species:S:1:pos:R:3:forces:R:3
C -2.8451 -2.1755 0.3073 1.424 1.547 -4.011
C 1.3590 1.2127 1.5584 -1.999 0.738 -1.330
C 0.3812 1.4868 -1.4948 -0.522 -1.753 -1.138
C 2.0184 -0.9643 -0.4967 0.681 -1.699 -0.554
N -0.5340 -0.5362 0.7674 -1.301 -0.188 1.515
O -1.2070 -1.1568 -1.5350 -0.314 0.237 0.636
Si 0.7753 0.3417 -0.0727 2.828 0.921 1.173
S -1.6802 -1.0892 -0.1722 -1.421 -0.495 -0.069
Cl -2.5738 1.6786 0.5677 0.145 -0.879 -0.258
H -3.6025 -2.3053 -0.5330 1.177 -0.025 1.254
H -3.1351 -1.9802 1.2608 -1.020 0.218 2.797
H 2.3908 1.1678 1.7898 1.177 0.184 -0.256
H 1.0078 2.2463 1.2897 0.598 -0.511 0.935
H 0.8635 0.8839 2.4845 -0.174 0.139 -0.409
H 0.8987 2.3992 -1.6453 1.263 0.685 0.371
H 0.4227 0.9423 -2.5108 -0.402 0.689 1.671
H -0.6010 1.8528 -1.2500 -0.945 -0.121 -0.348
H 1.5026 -1.7473 -1.0831 -0.169 -0.126 0.578
H 2.7768 -0.7577 -1.2577 0.091 0.854 0.242
H 2.5876 -1.4688 0.3427 -0.983 0.658 -0.702
H -0.8057 -0.0306 1.6831 -0.136 -1.073 -2.096
```
Forces are in eV/Å.

Properties
Relative energy (zero: lowest compared OMol25 entry of this formula, charge and spin) = 2.919 eV
Frontier orbital gap (alpha / beta) = 7.2 / 7.2 eV
M = 185.8 g mol⁻¹
Multiplicity = 1
Total charge = 0
Energy = -1437.3719 Eh

---

The following is a DFT calculation (ωB97M-V/def2-TZVPD) of a cluster of 2 separate species, C4H12ClNP in total at a distorted geometry.

Structure (XYZ):
```
19
Properties=species:S:1:pos:R:3:forces:R:3
C 0.8800 -1.1523 1.5320 -0.438 -1.859 -1.884
C -1.2958 0.2115 1.4659 -1.222 -3.371 0.679
C -0.3933 -0.7625 0.8420 2.119 -0.408 -3.745
C 0.4551 0.4182 -1.0416 0.519 -2.616 2.437
N 0.1340 -0.4064 -2.2553 1.179 2.052 0.402
P -0.4964 1.8966 -0.7758 -0.579 0.575 -0.314
Cl 0.8342 2.8388 0.4206 0.245 0.145 0.299
H 1.3361 -0.3131 1.9638 0.996 0.930 0.647
H 0.6250 -1.8907 2.2680 -0.358 -0.170 1.000
H 1.5423 -1.8046 0.8790 -0.485 1.349 0.479
H -1.5529 -0.3154 2.4300 0.343 0.968 -0.332
H -2.2394 0.2548 0.9569 -0.312 0.529 -0.348
H -0.7929 1.1165 1.5762 0.423 1.596 0.824
H -0.7102 -1.5583 0.0935 -0.340 1.035 1.412
H 1.5268 0.2874 -0.9889 0.251 0.871 0.785
H 0.4135 -1.3825 -2.1590 -0.972 -0.173 0.085
H -0.8245 -0.0924 -2.3554 -0.536 -1.307 -1.369
H 0.8079 0.0109 -2.9211 -1.145 -0.392 -0.546
H -0.2495 2.6433 -1.9311 0.313 0.247 -0.511
```
Forces are in eV/Å.

Properties
Relative energy (zero: lowest compared OMol25 entry of this formula, charge and spin) = 1.237 eV
Frontier orbital gap = 8.5 eV
M = 140.6 g mol⁻¹
Multiplicity = 1
Total charge = +1
Energy = -1015.5328 Eh